Entry 1:
Here is C30H33F4N7O8P2Ta as an isolated structure from the Open Molecules 2025 dataset. Energies are from ωB97M-V/def2-TZVPD.

Atoms and positions in Å:
Ta 0.109 0.228 -0.229
C -0.441 -2.919 -0.526
N -0.834 -1.777 0.378
C -2.322 -1.804 0.456
C -0.275 -2.126 1.720
C 1.165 -1.678 1.797
N 1.287 -0.284 1.289
C 2.524 0.333 1.598
C 3.146 1.115 0.639
F 2.442 1.328 -0.516
C 4.356 1.744 0.821
F 4.864 2.459 -0.176
C 5.014 1.624 2.029
C 4.398 0.896 3.027
F 4.959 0.790 4.218
C 3.172 0.272 2.831
F 2.605 -0.347 3.876
H -0.924 -3.818 -0.143
H -0.774 -2.736 -1.537
H 0.633 -3.058 -0.512
H -2.632 -2.785 0.818
H -2.675 -1.042 1.143
H -2.737 -1.643 -0.535
H -0.885 -1.655 2.482
H -0.346 -3.204 1.865
H 1.496 -1.744 2.829
H 1.825 -2.322 1.208
H 5.969 2.102 2.200
N 0.851 -1.392 -4.926
C 1.263 -0.384 -3.872
C 2.136 0.712 -4.483
P -0.198 0.341 -3.047
O -1.141 0.814 -4.209
O 0.282 1.418 -2.089
O -0.901 -0.650 -2.138
P 2.069 -1.416 -2.536
O 3.585 -1.007 -2.524
O 1.755 -2.808 -2.894
O 1.494 -0.841 -1.231
H 1.552 -1.435 -5.672
H -0.051 -1.189 -5.366
H 0.844 -2.326 -4.460
H 1.606 1.268 -5.259
H 3.035 0.275 -4.922
H 2.462 1.409 -3.712
H -1.090 1.715 -4.564
H 4.219 -1.712 -2.726
O -5.821 3.893 4.014
N -4.629 3.732 4.034
O -3.850 4.169 4.855
C -4.043 2.957 2.912
C -4.664 3.050 1.725
C -4.118 2.404 0.574
C -4.787 2.437 -0.662
C -4.243 1.746 -1.709
C -3.021 1.095 -1.530
N -2.322 1.090 -0.398
C -2.908 1.705 0.670
C -2.286 1.566 1.957
N -1.160 0.811 2.003
C -0.611 0.620 3.191
C -1.144 1.108 4.385
C -2.263 1.894 4.347
C -2.855 2.168 3.095
H -5.581 3.621 1.641
H -5.721 2.975 -0.757
H -4.733 1.688 -2.670
H -2.626 0.530 -2.353
H 0.312 0.066 3.226
H -0.656 0.871 5.320
H -2.683 2.304 5.251
N 0.155 2.491 0.270
C 1.162 3.303 0.984
C 1.998 4.110 0.230
C 2.923 4.921 0.872
C 3.004 4.920 2.258
C 2.148 4.119 3.001
C 1.216 3.309 2.366
H 0.115 2.881 -0.671
H -0.746 2.719 0.684
H 1.934 4.114 -0.852
H 3.573 5.558 0.288
H 3.719 5.558 2.759
H 2.190 4.136 4.082
H 0.534 2.715 2.959

Forces on atoms 1 to 6 (eV/Å):
-0.522 0.157 0.009
-0.039 -0.006 -0.001
0.139 -0.128 -0.104
-0.027 0.003 0.005
0.099 0.037 0.023
-0.016 -0.089 -0.064

Output
Total energy: -89437.4376 eV
HOMO level (alpha / beta): -0.601 / -0.601 Eh
LUMO level (alpha / beta): -14.21 / -14.18 eV
Kohn-Sham gap (alpha / beta): 0.079 / 0.080 Ha
ΔE to the lowest compared entry with this formula, charge and spin: 60.0 kJ/mol
Net charge: +3

Let us look at the Löwdin charges, expressed in e, one per atom:
1. Ta 2.075
2. C -0.048
3. N -0.325
4. C -0.042
5. C -0.160
6. C -0.152
7. N -0.185
8. C -0.147
9. C -0.146
10. F 0.013
11. C -0.205
12. F 0.136
13. C 0.129
14. C -0.190
15. F 0.155
16. C -0.132
17. F 0.105
18. H 0.117
19. H 0.078
20. H 0.078
21. H 0.119
22. H 0.079
23. H 0.093
24. H 0.109
25. H 0.150
26. H 0.128
27. H 0.138
28. H 0.162
29. N 0.212
30. C -0.464
31. C -0.040
32. P 0.381
33. O -0.050
34. O -0.353
35. O -0.365
36. P 0.407
37. O -0.053
38. O -0.226
39. O -0.422
40. H 0.184
41. H 0.170
42. H 0.142
43. H 0.102
44. H 0.107
45. H 0.098
46. H 0.140
47. H 0.131
48. O 0.150
49. N -0.335
50. O 0.116
51. C -0.044
52. C 0.099
53. C -0.097
54. C 0.063
55. C 0.016
56. C -0.098
57. N 0.037
58. C -0.161
59. C -0.167
60. N 0.031
61. C -0.124
62. C 0.023
63. C 0.072
64. C -0.033
65. H 0.152
66. H 0.148
67. H 0.133
68. H 0.079
69. H 0.094
70. H 0.139
71. H 0.133
72. N 0.014
73. C -0.275
74. C -0.034
75. C -0.040
76. C -0.038
77. C -0.035
78. C -0.023
79. H 0.090
80. H 0.088
81. H 0.127
82. H 0.127
83. H 0.125
84. H 0.124
85. H 0.093

=====

Entry 2:
Here is a 2-piece molecular cluster, C30H33NO4S overall at a distorted geometry from the Open Molecules 2025 dataset. Energies are from ωB97M-V/def2-TZVPD.

Atoms and positions in Å:
C -1.987 3.083 -4.137
C -1.731 1.633 -3.807
O -0.555 1.625 -2.953
C -0.221 0.397 -2.450
C 1.143 0.425 -2.033
S 2.051 -0.999 -1.910
C 3.605 -0.378 -2.587
C 3.931 -0.620 -3.928
C 5.195 -0.260 -4.406
C 6.122 0.353 -3.562
C 5.758 0.666 -2.251
C 4.501 0.299 -1.758
O 2.318 -1.319 -0.523
O 1.629 -2.012 -2.844
O -1.008 -0.544 -2.351
H -2.830 3.141 -4.828
H -2.253 3.645 -3.231
H -1.110 3.545 -4.601
H -2.582 1.202 -3.264
H -1.517 1.035 -4.709
H 1.671 1.372 -1.984
H 3.217 -1.117 -4.579
H 5.454 -0.485 -5.441
H 7.129 0.578 -3.918
H 6.456 1.174 -1.588
H 4.238 0.511 -0.725
C -2.341 -3.452 2.920
C -0.885 -3.575 2.473
C -0.160 -4.581 3.376
C -0.817 -4.050 1.023
C -0.256 -2.193 2.558
N 0.767 -1.921 3.390
C 1.134 -0.575 3.322
C 0.300 0.046 2.374
C 0.556 1.369 2.009
C 1.588 2.058 2.663
C 2.372 1.434 3.649
C 2.169 0.083 3.973
C -0.617 -0.985 1.875
C -1.595 -0.766 0.906
C -2.293 0.470 0.754
C -2.498 1.406 1.811
C -3.147 2.611 1.577
C -3.622 2.941 0.300
C -4.272 4.270 0.049
C -3.458 2.018 -0.740
C -2.837 0.805 -0.511
H -2.886 -2.749 2.280
H -2.833 -4.431 2.866
H -2.399 -3.098 3.957
H 0.892 -4.707 3.091
H -0.226 -4.306 4.436
H -0.643 -5.563 3.273
H 0.208 -3.983 0.633
H -1.147 -5.096 0.957
H -1.468 -3.452 0.379
H 1.249 -2.597 3.979
H -0.033 1.838 1.218
H 1.789 3.093 2.389
H 3.155 2.008 4.146
H 2.780 -0.449 4.704
H -1.816 -1.565 0.201
H -2.134 1.177 2.816
H -3.286 3.335 2.383
H -4.684 4.327 -0.966
H -5.093 4.441 0.759
H -3.556 5.097 0.168
H -3.842 2.236 -1.739
H -2.739 0.080 -1.314

Forces on atoms 1 to 6 (eV/Å):
-0.199 0.093 -0.055
0.695 0.091 0.621
-1.534 0.141 -0.765
2.279 -0.356 0.945
-1.287 0.043 -0.251
0.427 1.949 -0.583

Output
Total energy: -52158.5649 eV
HOMO level: -0.227 Eh
LUMO level: -2.05 eV
Kohn-Sham gap: 0.151 Ha
ΔE to the lowest compared entry with this formula, charge and spin: 0.0 kJ/mol

Let us look at the natural (NBO) charges, expressed in e, one per atom:
1. C -0.622
2. C -0.064
3. O -0.553
4. C 0.743
5. C -0.954
6. S 2.187
7. C -0.205
8. C -0.228
9. C -0.207
10. C -0.224
11. C -0.220
12. C -0.238
13. O -0.996
14. O -0.958
15. O -0.737
16. H 0.204
17. H 0.199
18. H 0.219
19. H 0.168
20. H 0.185
21. H 0.237
22. H 0.241
23. H 0.209
24. H 0.209
25. H 0.207
26. H 0.230
27. C -0.588
28. C -0.118
29. C -0.617
30. C -0.596
31. C 0.383
32. N -0.481
33. C 0.107
34. C 0.011
35. C -0.186
36. C -0.211
37. C -0.197
38. C -0.230
39. C -0.157
40. C 0.077
41. C -0.110
42. C -0.138
43. C -0.244
44. C 0.077
45. C -0.647
46. C -0.241
47. C -0.118
48. H 0.217
49. H 0.221
50. H 0.213
51. H 0.220
52. H 0.208
53. H 0.233
54. H 0.244
55. H 0.220
56. H 0.213
57. H 0.434
58. H 0.236
59. H 0.223
60. H 0.222
61. H 0.220
62. H 0.241
63. H 0.224
64. H 0.219
65. H 0.224
66. H 0.228
67. H 0.235
68. H 0.223
69. H 0.272

=====

Entry 3:
Here is C30H34AsBr2GeINO8SW as an isolated structure from the Open Molecules 2025 dataset. Energies are from ωB97M-V/def2-TZVPD.

Atoms and positions in Å:
W 0.082 -0.124 -2.128
C -3.606 -0.442 -3.868
C -3.317 0.928 -3.342
C -4.344 1.903 -3.451
C -4.099 3.218 -3.198
C -2.788 3.609 -2.851
C -2.300 4.937 -2.744
Br -3.487 6.388 -2.904
C -0.968 5.183 -2.568
C -0.046 4.123 -2.424
Br 1.778 4.536 -2.374
C -0.513 2.834 -2.386
O 0.254 1.759 -2.156
C -1.866 2.572 -2.670
N -2.131 1.260 -2.861
H -4.274 -0.346 -4.723
H -4.103 -1.058 -3.118
H -2.697 -0.946 -4.188
H -5.320 1.577 -3.784
H -4.876 3.962 -3.307
H -0.599 6.198 -2.547
O -2.099 -1.533 0.650
As -2.372 -2.206 -0.932
O -3.953 -2.259 -1.247
O -1.522 -1.084 -2.012
C -1.529 -3.901 -1.194
C -2.414 -4.966 -1.265
C -1.929 -6.250 -1.495
C -0.573 -6.469 -1.664
C 0.321 -5.406 -1.607
C -0.165 -4.132 -1.379
S 0.974 -2.802 -1.329
O 0.315 -1.758 -0.482
O 2.239 -3.294 -0.918
O 0.951 -2.097 -2.662
H -2.983 -1.332 0.998
H -3.474 -4.786 -1.146
H -2.622 -7.079 -1.541
H -0.202 -7.470 -1.839
H 1.384 -5.563 -1.727
C 2.544 0.529 5.264
C 3.234 1.178 4.058
C 1.238 1.830 2.586
C 1.501 1.457 1.100
C 1.952 2.677 0.295
C 2.522 0.335 0.852
C 2.593 -0.217 -0.368
O 1.753 0.114 -1.405
C 3.493 -0.227 1.837
C 4.325 -1.396 1.338
C 3.721 0.127 3.112
H 1.577 0.105 4.992
H 2.379 1.270 6.047
H 3.149 -0.277 5.683
H 0.561 2.691 2.498
H 1.202 3.470 0.362
H 2.111 2.433 -0.751
H 2.893 3.068 0.685
H 3.285 -0.986 -0.667
H 3.703 -2.224 0.990
H 4.961 -1.769 2.136
H 4.980 -1.105 0.513
H 4.460 -0.502 3.603
C -1.787 0.844 3.646
Ge -0.136 0.402 2.710
C 2.393 2.282 3.451
C 0.362 -1.462 2.972
C 0.032 0.978 0.807
H -1.573 1.107 4.683
H -2.470 -0.006 3.657
H -2.287 1.693 3.180
H 4.146 1.645 4.449
H 2.009 2.905 4.262
H 3.038 2.937 2.854
H 0.527 -1.672 4.028
H 1.268 -1.713 2.424
H -0.453 -2.091 2.614
H -0.075 0.155 0.096
H -0.603 1.821 0.534
I 0.346 -0.090 -4.742

Forces on atoms 1 to 6 (eV/Å):
0.568 0.132 -0.322
0.050 0.004 0.024
-0.059 0.065 -0.015
0.011 -0.017 -0.003
-0.008 0.014 0.016
0.016 0.026 -0.036

Output
Total energy: -327727.1351 eV
HOMO level: -0.393 Eh
LUMO level: -5.06 eV
Kohn-Sham gap: 0.207 Ha
ΔE to the lowest compared entry with this formula, charge and spin: 184.0 kJ/mol
Net charge: +1

Let us look at the Löwdin charges, expressed in e, one per atom:
1. W 1.593
2. C -0.031
3. C -0.268
4. C 0.015
5. C 0.007
6. C -0.176
7. C -0.607
8. Br 0.843
9. C -0.147
10. C -0.567
11. Br 0.921
12. C -0.331
13. O -0.338
14. C -0.159
15. N 0.080
16. H 0.096
17. H 0.063
18. H 0.043
19. H 0.127
20. H 0.097
21. H 0.103
22. O -0.218
23. As 1.020
24. O -0.387
25. O -0.582
26. C -0.227
27. C -0.057
28. C -0.030
29. C -0.027
30. C -0.022
31. C -0.262
32. S 0.588
33. O -0.437
34. O -0.207
35. O -0.526
36. H 0.077
37. H 0.113
38. H 0.121
39. H 0.122
40. H 0.127
41. C -0.050
42. C -0.356
43. C -0.284
44. C -0.464
45. C -0.073
46. C -0.081
47. C -0.121
48. O -0.301
49. C -0.197
50. C -0.053
51. C -0.007
52. H 0.045
53. H 0.086
54. H 0.086
55. H 0.112
56. H 0.082
57. H 0.017
58. H 0.095
59. H 0.111
60. H 0.072
61. H 0.082
62. H 0.094
63. H 0.115
64. C -0.201
65. Ge 0.950
66. C -0.162
67. C -0.178
68. C -0.180
69. H 0.023
70. H 0.016
71. H 0.022
72. H 0.145
73. H 0.121
74. H 0.117
75. H 0.023
76. H 0.018
77. H 0.012
78. H -0.016
79. H 0.090
80. I 0.638